[1]
Here is a molecular structure, C33H29F5N7O5RuS2Se from OMol25. Energies are from ωB97M-V with the def2-TZVPD basis set.

## Properties
DFT total energy   -5826.61049 hartree
⟨S²⟩   0.7601
Orbital gap (alpha / beta)   5.37 / 5.74 eV
2S+1   2
Relative energy (zero: lowest compared OMol25 entry of this formula, charge and spin)   13.2 kJ/mol
Max |F|   0.4 eV/Å
Charge   -2

Atoms and positions in Å:
Ru: -0.2148 0.3372 0.4493
Se: 0.2989 2.3129 -1.1489
S: 1.5807 0.8330 1.7715
S: -0.5688 -1.4908 1.8077
F: 3.6151 5.7916 2.5832
F: 0.9104 6.0687 2.5075
F: 4.8312 3.9776 0.9580
F: -0.5556 4.5816 0.8501
F: 3.3883 2.4603 -0.6978
O: -1.3875 1.5436 1.6895
O: -1.4083 1.0167 -3.7130
O: 3.1247 -4.7882 1.7011
O: -4.8365 3.2871 -0.7436
O: -1.7962 -0.4819 -0.7565
N: -4.5869 3.8996 1.4093
N: -3.3313 1.4047 -2.5424
N: -0.0128 -4.7083 -3.8160
N: -2.5454 2.9272 -4.1344
N: -3.1240 2.3117 0.4125
N: 0.8237 -0.8406 -0.8952
N: 0.8328 -5.4982 -3.3457
C: 0.0329 -1.6553 -1.6439
C: -3.9045 3.8168 2.5896
C: 0.6346 -4.9538 -0.9199
C: -1.3886 -1.4075 -1.5319
C: 1.5064 5.1623 1.7106
C: 0.7094 -2.4895 4.0492
C: 2.7116 -0.3325 4.0083
C: 2.7332 -1.7864 -1.9358
C: 3.3696 -5.3642 -0.6486
C: 1.6068 -0.4136 2.9845
C: 2.7501 -5.5291 -1.8846
C: 4.5101 -4.5456 1.7886
C: 2.1295 -0.8987 -1.0325
C: 1.2349 -4.7996 0.3109
C: 2.6099 -4.9849 0.4475
C: -1.7040 -3.1963 -3.1339
C: 1.3378 3.4289 0.0082
C: 1.9626 -2.6604 -2.6487
C: -5.7073 4.7953 1.2390
C: 0.5598 -2.6429 -2.4892
C: -2.2306 -2.1908 -2.3393
C: 3.4908 4.1120 0.9208
C: -3.3929 3.9869 -3.6282
C: 1.3975 -5.2878 -2.0436
C: -0.3522 -3.5072 -3.1605
C: 2.8802 5.0294 1.7509
C: -2.8433 3.0130 2.7151
C: 2.7231 3.3363 0.0707
C: 0.6867 -1.4016 3.0040
C: 0.7625 4.3760 0.8494
C: -2.3658 1.7317 -3.4481
C: -2.4242 2.2399 1.5498
C: -4.1783 3.1315 0.2978
H: -5.9600 5.2285 2.2074
H: -2.2758 2.9408 3.6297
H: -0.4254 -4.7599 -1.0209
H: 0.6601 -4.4775 1.1697
H: -6.5667 4.2566 0.8414
H: -0.2365 -3.0321 4.0513
H: -2.3650 -3.8232 -3.7231
H: 2.4146 -3.3535 -3.3467
H: 4.4351 -5.5259 -0.5601
H: -3.0917 4.3490 -2.6404
H: -2.9874 0.7204 -1.8706
H: -5.4685 5.5955 0.5356
H: 2.3261 -0.0677 4.9993
H: -1.6821 3.2080 -4.5693
H: 3.3314 -5.8201 -2.7518
H: 3.8095 -1.7710 -2.0468
H: -4.2737 4.4417 3.3942
H: 2.7039 -0.2254 -0.4113
H: 1.5069 -3.2158 3.8566
H: 4.6987 -4.2045 2.8043
H: 3.2397 -1.2864 4.1098
H: -3.8143 2.1559 -2.0574
H: 3.4373 0.4290 3.7213
H: -3.2914 -1.9789 -2.3317
H: 0.8689 -2.0822 5.0522
H: 4.8186 -3.7683 1.0838
H: -3.3697 4.8196 -4.3327
H: -4.4243 3.6430 -3.5482
H: 5.0956 -5.4527 1.6025

[2]
Here is a molecular structure, C33H29F6GaN3O5PS3 from OMol25. Energies are from ωB97M-V with the def2-TZVPD basis set.

## Properties
DFT total energy   -5874.88305 hartree
Orbital gap   8.64 eV
2S+1   1
Relative energy (zero: lowest compared OMol25 entry of this formula, charge and spin)   0.0 kJ/mol
Max |F|   0.1 eV/Å
Charge   +2

Atoms and positions in Å:
Ga: 0.5522 -0.5651 -0.1036
S: 3.2160 -1.6228 -1.3919
S: 3.4202 0.9629 -0.7045
S: -1.2946 -4.5233 0.9654
P: -0.9906 0.5952 -1.4156
F: 3.4270 2.8966 -2.4200
F: 5.3991 2.2948 -1.7488
F: 4.3110 1.0621 -3.1610
F: 4.1720 -3.1393 0.5053
F: 5.3174 -3.1347 -1.3358
F: 3.4162 -4.1768 -1.2398
O: 3.1209 -1.6463 -2.8090
O: 2.0060 0.8662 -1.1106
O: 1.8721 -1.8109 -0.7099
O: 3.7141 1.6859 0.4845
O: 0.6353 2.6204 2.3819
N: -0.5160 -2.1118 0.6448
N: 4.0343 -0.4955 -0.6896
N: 0.7496 0.6521 1.3965
C: 0.2394 -0.0844 -3.7855
C: -0.8032 3.2234 -2.0886
C: -4.6268 1.0834 0.3560
C: 4.2130 1.8706 -2.1221
C: -3.3521 1.3387 -0.1313
C: 0.4894 1.9300 1.2765
C: 2.3309 -0.5188 3.0651
C: -0.8907 -0.1881 -5.9016
C: -2.0594 -0.8992 2.2053
C: -0.9659 0.2670 -3.1746
C: -5.2020 -0.1660 0.1785
C: 1.1100 0.3702 2.8301
C: -4.5119 -1.1686 -0.4950
C: 2.7094 -0.4389 4.5472
C: 2.0796 -1.9770 2.6987
C: 1.3234 1.7870 3.3493
C: 0.0907 2.7534 0.1083
C: -3.0912 -1.0448 3.1046
C: -2.6573 0.3329 -0.7979
C: -3.1347 -3.4434 2.8031
C: -2.0907 -3.2947 1.8901
C: -3.2413 -0.9224 -0.9843
C: 0.1333 5.0067 -0.7945
C: -3.6237 -2.3069 3.4065
C: 4.1149 -3.1340 -0.8152
C: -0.5292 2.3117 -1.0815
C: -1.5477 -2.0441 1.5910
C: -2.0889 0.1629 -5.2935
C: 0.4092 4.1069 0.2256
C: -2.1346 0.3899 -3.9272
C: 0.2712 -0.3134 -5.1506
C: -0.4768 4.5687 -1.9521
C: -0.3122 -3.3499 0.2566
H: -2.9906 0.2573 -5.8830
H: -2.9137 2.3206 -0.0016
H: 1.1495 -0.1745 -3.2087
H: -3.0717 0.6543 -3.4533
H: 1.9471 -2.1371 1.6307
H: 1.8876 -0.7911 5.1759
H: 0.8947 1.9866 4.3251
H: -4.9707 -2.1362 -0.6483
H: -5.1739 1.8669 0.8629
H: -1.6770 0.0818 1.9621
H: 0.2369 -0.0951 3.2999
H: 0.4042 6.0465 -0.6747
H: -0.8623 -0.3689 -6.9677
H: 2.9771 0.5685 4.8653
H: 0.4471 -3.6119 -0.4643
H: 2.3737 2.0787 3.3229
H: 3.1571 -0.1211 2.4654
H: -6.1986 -0.3580 0.5531
H: -1.2653 2.8809 -3.0057
H: -4.4311 -2.3876 4.1210
H: 2.9331 -2.5859 2.9955
H: 1.1993 -2.3604 3.2229
H: -2.7111 -1.6988 -1.5263
H: 1.2016 -0.5933 -5.6258
H: -3.5046 -0.1682 3.5850
H: -0.6956 5.2592 -2.7552
H: 0.8955 4.4622 1.1209
H: 3.5705 -1.0756 4.7426
H: -3.5449 -4.4183 3.0284

[3]
Here is a molecular structure, C33H29IrN5O9S4 from OMol25. Energies are from ωB97M-V with the def2-TZVPD basis set.

## Properties
DFT total energy   -3922.87776 hartree
⟨S²⟩   8.7827
Orbital gap (alpha / beta)   7.94 / 6.76 eV
2S+1   6
Relative energy (zero: lowest compared OMol25 entry of this formula, charge and spin)   6.1 kJ/mol
Max |F|   0.7 eV/Å

Atoms and positions in Å:
Ir: -0.5459 -0.0824 1.6669
S: -2.2620 -1.1873 3.2532
S: -0.6300 -3.5671 0.4667
S: 1.0849 -1.3681 3.1053
S: 1.8976 2.4182 0.8360
O: -0.4280 1.1209 3.4931
O: -1.5008 1.0561 -2.2937
O: -3.2326 3.0138 -2.7829
O: -1.3468 3.1194 3.8044
O: -0.5730 0.1801 -0.4689
O: 1.5718 1.0565 1.2745
O: -4.5724 4.2863 -1.5514
O: -1.0029 -2.1047 0.6067
O: 3.2507 2.8197 1.0776
N: -2.0706 1.5772 1.1235
N: -2.4364 -2.5799 6.6193
N: -2.9020 2.4036 1.7638
N: 1.4365 -2.7679 6.4311
N: 0.9060 3.5142 1.5221
C: 3.6739 -3.6300 1.9991
C: 0.1392 -1.7957 4.4159
C: -1.7815 -4.2193 -0.7715
C: 0.4172 2.5924 -5.0030
C: 0.8264 2.6000 -3.5596
C: 2.0661 -3.1737 0.2655
C: 1.2640 4.0069 2.8675
C: 2.7111 -1.9734 -0.0020
C: -3.7382 3.4222 -1.6240
C: -1.8322 -2.3652 -2.4630
C: 1.5092 1.5118 -3.0172
C: -1.5984 -1.8843 -3.7417
C: -3.2084 2.7815 -0.3858
C: 4.3159 -2.4288 1.7242
C: -1.1363 -2.7397 -4.7329
C: -3.5891 3.1550 0.8929
C: -0.9042 -4.0759 -4.4420
C: 2.5523 -3.9988 1.2756
C: -0.3670 2.3807 3.7504
C: 1.4667 2.5366 -0.8599
C: -1.9144 -2.1991 5.6705
C: 0.4973 3.6634 -2.7304
C: 1.0196 2.9603 3.9521
C: 0.8152 3.6449 -1.3796
C: 3.8315 -1.5986 0.7262
C: -1.1264 -4.5538 -3.1593
C: -1.2612 -1.7179 4.4826
C: 0.8509 -2.3450 5.5389
C: 0.8615 -3.5605 -0.5409
C: -1.5907 -3.7023 -2.1624
C: 1.8253 1.4683 -1.6760
C: -2.2425 1.7841 -0.1739
C: -1.3900 0.9592 -1.0732
H: 0.1274 3.5859 -5.3387
H: -2.5650 2.2828 -2.6634
H: 1.0679 3.4380 4.9320
H: 2.0507 -4.9332 1.4984
H: 1.7662 0.6745 -3.6535
H: 1.7618 2.1638 3.9027
H: 0.5581 4.4769 -0.7422
H: -0.4377 1.9295 -5.1455
H: 2.3235 -1.3273 -0.7790
H: 4.0424 -4.2736 2.7856
H: -0.0635 3.2295 1.4480
H: 1.2257 2.2329 -5.6393
H: -2.7028 2.5842 2.7605
H: 2.3072 4.3126 2.8384
H: 0.9461 -4.5663 -0.9606
H: 2.3176 0.6072 -1.2497
H: -2.1797 -1.6931 -1.6901
H: -0.9382 -5.5961 -2.9323
H: 0.6455 4.8872 3.0369
H: 0.6635 -2.8531 -1.3492
H: -1.7809 -0.8396 -3.9465
H: -0.9600 -2.3669 -5.7329
H: -0.0349 4.5131 -3.1374
H: -0.5491 -4.7470 -5.2118
H: 4.3159 -0.6537 0.5205
H: -4.2841 3.9141 1.2039
H: -1.6629 -5.3031 -0.7150
H: -2.7521 -3.9559 -0.3474
H: 5.1849 -2.1371 2.2972

- DFT total energy of number 1 (C33H29F5N7O5RuS2Se)?
  -5826.61049 hartree

- What is the DFT total energy in the second record?
  -5874.88305 hartree